Record 1
Molecular formula: C17H29BrCl10O2PS
Method: DFT, the ωB97M-V functional and the def2-TZVPD basis

Structure (ORCA input):
```
! RIJCOSX wB97M-V def2-TZVPD def2/J DEFGRID3
* xyz 1 1
O 0.47758 2.11361 -2.79300
P 1.60994 2.09858 -1.43995
Br 3.48966 0.88726 -2.04387
S 0.67285 1.16333 0.29964
C 2.03125 0.10323 1.10230
O 1.72364 -0.30576 2.48107
C 1.92088 0.77969 3.45149
C 1.17241 0.60931 4.93550
C 1.33393 1.72267 6.16296
C 2.26377 3.06562 5.94260
C 2.98947 3.24608 4.47504
C 2.82807 2.12928 3.25325
H 0.10842 1.18045 -2.84987
H 0.28445 2.21940 1.13924
H 2.04635 -0.90183 0.45780
H 3.11550 0.56545 0.96279
H 0.49552 -0.34429 5.12559
H 0.79474 1.56007 7.19872
H 2.37861 3.86287 6.80136
H 3.64800 4.22894 4.31590
H 3.40189 2.31956 2.25159
Cl -3.88240 4.16098 -3.46253
C -2.49533 3.51176 -4.37142
C -2.31590 4.19924 -5.71559
Cl -3.63105 3.80779 -6.85241
H -2.63896 2.43290 -4.48660
H -1.60821 3.67225 -3.75157
H -1.38534 3.86544 -6.18280
H -2.27327 5.28771 -5.60922
Cl 5.82168 -3.32425 2.64743
C 4.28149 -3.80950 3.39835
C 3.53515 -2.62715 3.99557
Cl 4.36757 -1.95663 5.42130
H 4.49635 -4.57298 4.15253
H 3.67725 -4.27001 2.61110
H 2.54317 -2.94367 4.32940
H 3.40887 -1.82035 3.26686
Cl -2.00054 -0.80979 7.44163
C -2.07255 -2.43397 6.71470
C -0.69281 -3.04953 6.54435
Cl 0.27146 -2.20711 5.30510
H -2.59973 -2.35579 5.75876
H -2.67491 -3.05399 7.38529
H -0.78695 -4.08892 6.21806
H -0.12670 -3.03561 7.48095
Cl -0.44966 2.23247 -8.33287
C -0.29201 0.49490 -7.97574
C -1.35888 0.00746 -7.00836
Cl -1.13679 0.67321 -5.37048
H 0.71565 0.31751 -7.58714
H -0.38656 -0.03358 -8.92900
H -1.30794 -1.08090 -6.91603
H -2.36418 0.27457 -7.34882
Cl -3.64143 -2.72624 -6.27450
C -4.53334 -2.93949 -4.74788
C -4.05455 -1.98666 -3.66413
Cl -2.40687 -2.37431 -3.10729
H -4.43332 -3.98455 -4.43855
H -5.58795 -2.74988 -4.96879
H -4.70792 -2.05873 -2.79031
H -4.05952 -0.94809 -4.00945
*
```

HOMO = -11.096 eV
Orbital gap = 6.0 eV
Lowest unoccupied orbital energy = -5.136 eV

Record 2
Molecular formula: C17H29ClIrNO2P2
Method: DFT, the ωB97M-V functional and the def2-TZVPD basis

Structure (ORCA input):
```
! RIJCOSX wB97M-V def2-TZVPD def2/J DEFGRID3
* xyz 1 6
C -0.99550 3.06390 -2.75606
C -0.98796 2.13295 -1.71822
N 0.14039 1.81984 -1.06244
C 1.30777 2.40155 -1.34849
C 1.30716 3.41660 -2.26480
C 0.17307 3.76317 -2.96678
C -2.25415 1.52820 -1.26320
P -2.13134 0.15446 -0.02900
Ir 0.02793 0.37277 0.45666
P 2.38967 0.35131 0.10607
C 2.55404 1.98758 -0.64770
C -0.14111 -1.37347 1.71084
C -0.58255 -1.21658 3.01709
C -0.59332 -2.30643 3.90453
C -0.16577 -3.57372 3.47544
C 0.21398 -3.74214 2.13952
C 0.20688 -2.65562 1.27190
O -2.56018 -1.28445 -5.77057
O 1.63962 -1.24142 -3.70137
H -1.91567 3.29727 -3.29734
H 2.27676 3.88159 -2.41377
H 0.20790 4.55511 -3.69564
C -3.23794 0.99576 1.13673
C -2.84410 -1.34639 -0.66458
H 3.37892 1.95823 -1.36597
H 2.83966 2.72499 0.11686
H -2.90531 1.22583 -2.08724
H -2.81841 2.34817 -0.76964
C 3.21116 0.31467 1.68834
C 3.27171 -0.76338 -1.01604
H -0.88012 -0.23018 3.36195
H -0.91776 -2.17930 4.94750
H -0.14360 -4.42301 4.17186
H 0.53059 -4.72663 1.78698
H 0.47423 -2.80975 0.23811
H 0.94252 -0.91264 -4.31028
H 1.66618 -2.18691 -3.80343
H -1.64151 -1.27053 -5.46208
H -2.82476 -0.36779 -5.74992
H 1.04445 -0.86374 0.05220
H -4.19147 1.12141 0.61721
H -3.34494 0.36251 2.02579
H -2.79602 1.97375 1.37624
H -3.93127 -1.21884 -0.69975
H -2.46965 -1.55659 -1.67113
H -2.55419 -2.17146 0.00242
H 4.30800 -0.40941 -1.09501
H 3.28122 -1.76798 -0.57730
H 2.77718 -0.79624 -2.00123
H 4.27639 0.51149 1.53930
H 2.74939 1.05845 2.34406
H 3.07471 -0.67973 2.12477
Cl -0.04566 2.28045 1.83528
*
```

HOMO (spin up / spin down) = -7.256 / -11.503 eV
Expectation value of S² = 8.82
Orbital gap (spin up / spin down) = 4.7 / 5.2 eV
Lowest unoccupied orbital energy (spin up / spin down) = -2.580 / -6.256 eV

Record 3
Molecular formula: C17H29FO10S
Method: DFT, the ωB97M-V functional and the def2-TZVPD basis

Structure (ORCA input):
```
! RIJCOSX wB97M-V def2-TZVPD def2/J DEFGRID3
* xyz 0 1
F 3.53048 2.27824 -8.85705
C 2.67432 2.84783 -9.74713
C 2.67818 2.48613 -11.10012
C 1.74709 3.06452 -11.95919
C 0.72895 3.81486 -11.43820
C 0.61863 4.03886 -10.06053
C 1.62870 3.49225 -9.24707
H 3.46678 1.88841 -11.53283
H 1.77799 3.05833 -13.03873
H -0.06683 4.15134 -12.08621
H -0.24124 4.47370 -9.57273
H 1.61736 3.56352 -8.16949
C -0.07625 1.64505 -0.55553
S -0.27545 1.51378 1.31738
O -1.20700 0.35116 1.49469
C 1.40863 0.73458 1.76690
H 0.62656 2.44831 -0.77671
H -0.93327 2.12764 -1.02535
H 0.12522 0.66113 -0.97911
H 1.50751 -0.15110 1.13929
H 1.48309 0.35748 2.78688
H 2.31225 1.30947 1.56426
C -3.79156 -0.23283 9.07808
O -5.19150 -0.53047 8.65326
C -6.16841 -0.75811 9.52681
O -5.96437 -0.86447 10.71124
O -7.31488 -0.69595 8.92355
C -8.59396 -0.77394 9.58272
H -3.40026 -1.09688 9.61511
H -3.73730 0.57871 9.80372
H -3.22727 0.05454 8.19089
H -8.51394 -1.28426 10.54254
H -9.31956 -1.32279 8.98241
H -8.89643 0.18881 9.99469
C 8.40397 2.35523 2.12295
O 8.11379 0.92844 2.07518
C 8.56893 0.10880 1.09661
O 9.43959 0.35900 0.29523
O 7.92547 -1.06657 1.15267
C 8.18420 -2.08479 0.19423
H 9.44476 2.67203 2.05605
H 8.07717 2.56561 3.14130
H 7.96824 3.05603 1.41082
H 7.96724 -3.08774 0.56182
H 9.17281 -1.98757 -0.25443
H 7.49782 -1.92586 -0.63747
C -5.23830 -2.84773 -2.51522
O -5.35950 -3.47604 -1.20017
C -4.33358 -4.05857 -0.71222
O -3.23161 -4.29532 -1.23866
O -4.63095 -4.47095 0.57035
C -3.58932 -4.52562 1.54585
H -6.18417 -2.54014 -2.96111
H -4.60887 -3.29799 -3.28281
H -4.65687 -1.94312 -2.33711
H -2.61765 -4.54368 1.05226
H -3.73928 -5.51460 1.97889
H -3.58632 -3.79678 2.35633
*
```

HOMO = -9.079 eV
Orbital gap = 9.6 eV
Energy above the lowest of the compared OMol25 structures with the same formula, charge and spin = 48.7 kcal per mole
Lowest unoccupied orbital energy = 0.507 eV

Record 4
Molecular formula: C17H29LiN3OTeV
Method: DFT, the ωB97M-V functional and the def2-TZVPD basis

Structure (ORCA input):
```
! RIJCOSX wB97M-V def2-TZVPD def2/J DEFGRID3
* xyz 2 1
N -1.83350 -1.42863 0.18236
C -2.82401 -2.12512 0.43711
O -3.77013 -2.78467 0.70477
Li 0.18281 1.52740 2.05540
V -0.00653 -0.77209 0.21771
N 0.37602 1.16205 0.40544
N 0.76224 -1.58175 -1.25557
C -0.30261 1.98122 -0.62319
C 0.17687 -2.41388 -2.32686
C -0.09966 3.47292 -0.33892
C 0.24600 1.66822 -2.01342
C -1.79136 1.66785 -0.57654
C -0.16556 -3.77730 -1.73308
C 1.14356 -2.60845 -3.49366
C -1.09097 -1.76098 -2.85805
H -0.45659 3.74711 0.66539
H -0.68273 4.05316 -1.06424
H 0.95189 3.77180 -0.43294
H 1.26749 2.04568 -2.13091
H -0.38282 2.15305 -2.77163
H 0.26751 0.58746 -2.20927
H -2.01482 0.61569 -0.80389
H -2.30539 2.30130 -1.31192
H -2.21091 1.89163 0.41607
H 0.73823 -4.25537 -1.33772
H -0.59623 -4.41718 -2.51255
H -0.89227 -3.67591 -0.91744
H 2.02062 -3.19911 -3.20775
H 1.47477 -1.64332 -3.89554
H 0.62381 -3.15157 -4.29230
H -1.50071 -2.40165 -3.64996
H -0.87669 -0.77832 -3.29486
H -1.85801 -1.64950 -2.08568
C 1.82275 1.43248 0.52613
H 2.38608 0.52177 0.77372
H 2.23971 1.86030 -0.40174
H 2.03160 2.16731 1.33436
C 2.17728 -1.82608 -0.96935
H 2.38566 -1.65245 0.09845
H 2.45563 -2.86989 -1.18644
H 2.83670 -1.16711 -1.56084
Te 0.68458 -1.81855 2.44822
C 0.09265 -0.09515 3.56372
C -1.26844 0.25857 3.62578
C -1.62002 1.54388 4.05565
C -0.62819 2.46227 4.40939
C 0.72299 2.09797 4.37590
C 1.09269 0.79884 3.99959
H -2.02150 -0.47551 3.33220
H -2.67600 1.81118 4.14546
H -0.91169 3.45694 4.76660
H 1.49383 2.80047 4.70472
H 2.13339 0.47099 4.01211
*
```

HOMO (spin up / spin down) = -15.520 / -15.509 eV
Orbital gap (spin up / spin down) = 6.5 / 6.5 eV
Energy above the lowest of the compared OMol25 structures with the same formula, charge and spin = 6.4 kcal per mole
Lowest unoccupied orbital energy (spin up / spin down) = -8.971 / -8.980 eV